1.
This record from the OMol25 dataset describes a cluster of 2 separate species, C10H16O in total in a non-equilibrium geometry. The level of theory is wB97M-V/def2-TZVPD.

## Properties
E_HOMO (alpha / beta) = -0.51535 / -0.52409 Eh
Charge = +1
Relative energy (zero: lowest compared OMol25 entry of this formula, charge and spin) = 15.87 kcal/mol
Multiplicity = 2
Orbital gap (alpha / beta) = 0.377 / 0.250 Ha
Expectation value of S² = 0.77

XYZ file:
```
27
Properties=species:S:1:pos:R:3:forces:R:3
O 1.33394 4.02650 0.17472 -0.1 -0.2 0.8
C 0.33449 0.83781 1.43746 0.2 -1.1 0.6
C -1.16573 -2.35221 -1.53812 -0.5 0.6 -0.9
C 0.35395 2.18602 1.33371 0.1 -0.7 -0.1
C 1.31154 2.73801 0.43282 -0.2 0.6 0.0
C 1.46956 -1.43706 1.30661 -0.1 0.4 -2.0
C -2.52324 -1.70118 -1.15260 0.6 -0.6 0.5
C -2.31845 -0.23626 -0.76896 0.8 -0.4 0.4
C 2.26591 1.94539 -0.25588 -1.0 -0.3 0.1
C 1.37280 -0.00430 0.91710 -0.2 1.0 -0.3
C 2.25847 0.60816 0.00525 1.4 -0.1 0.0
H -0.73688 -3.01167 -0.79030 0.0 0.0 0.2
H -0.46990 -1.54633 -1.77744 0.3 -0.1 0.1
H 0.81536 4.44512 0.88302 -0.1 0.6 -0.4
H -1.27170 -2.91283 -2.46767 0.1 -0.2 0.1
H -1.36261 -0.19936 -0.22823 0.0 0.1 -0.1
H -3.22105 -1.83531 -1.97522 -0.2 0.2 0.1
H -3.01468 0.18440 -0.04600 -0.5 0.0 -0.5
H 2.13185 -1.92193 0.58931 0.6 -0.1 0.5
H -2.17078 0.37263 -1.65963 -0.3 0.2 0.1
H -0.42154 0.28787 1.98247 -0.2 0.4 0.3
H 2.89193 2.44711 -0.97657 0.3 -0.1 0.1
H -2.88749 -2.27288 -0.29669 -0.4 0.2 -0.1
H 3.09302 0.03940 -0.37677 -0.1 -0.3 -0.3
H 1.77723 -1.56197 2.33813 -0.3 -0.3 0.1
H -0.36165 2.74617 1.92199 0.0 0.4 -0.4
H 0.51564 -1.87131 0.98748 -0.3 -0.2 1.0
```
Positions in Å, forces in eV/Å.

Mulliken population analysis, charges in e, atoms 1 to 2:
1 O -0.412
2 C -0.533

***

2.
This record from the OMol25 dataset describes a structure of composition C5H9ClS in a non-equilibrium geometry. The level of theory is wB97M-V/def2-TZVPD.

## Properties
E_HOMO = -0.31352 Eh
Charge = 0
Relative energy (zero: lowest compared OMol25 entry of this formula, charge and spin) = 55.14 kcal/mol
Orbital gap = 0.306 Ha

XYZ file:
```
16
Properties=species:S:1:pos:R:3:forces:R:3
Cl 2.58644 -1.21268 0.48619 1.0 -1.0 0.6
S 2.41635 1.38226 -0.95871 1.3 0.2 0.0
C 1.89861 0.16199 -0.10005 -5.1 0.8 -0.8
C -0.47226 -0.34269 1.39169 2.9 0.3 1.6
C -0.68260 1.37095 -0.37440 1.7 0.1 0.6
C -0.07791 0.00397 -0.02329 2.3 1.6 2.6
C -0.44797 -1.11393 -0.88042 2.5 -2.2 -0.6
H 0.41540 -1.40233 -1.54809 -1.0 0.0 0.5
H 0.24256 1.83737 -0.75219 -0.9 0.8 -0.6
H 0.24731 -1.08045 1.94446 -1.5 0.6 -1.4
H -1.07888 2.04535 0.43177 0.5 -1.1 -0.3
H -0.69097 -1.98639 -0.21446 -0.1 0.6 -1.2
H -1.19483 -0.75945 -1.51300 -1.7 -0.2 -1.1
H -1.48000 -0.74461 1.23958 0.0 0.4 1.2
H -0.23907 0.59248 1.97943 -1.4 -0.9 -0.1
H -1.44217 1.24816 -1.10851 -0.5 0.2 -0.8
```
Positions in Å, forces in eV/Å.

Mulliken population analysis, charges in e, atoms 1 to 2:
1 Cl -0.095
2 S -0.320

***

3.
This record from the OMol25 dataset describes the molecule C8H15N3O4 in a non-equilibrium geometry. The level of theory is wB97M-V/def2-TZVPD.

## Properties
SMILES = C[C@H](N)C(=O)N[C@@H](CCC(N)=O)C(=O)O
E_HOMO = -0.34913 Eh
Charge = 0
Relative energy (zero: lowest compared OMol25 entry of this formula, charge and spin) = 7.53 kcal/mol
Orbital gap = 0.365 Ha

XYZ file:
```
30
Properties=species:S:1:pos:R:3:forces:R:3
O 3.89406 -1.27317 -0.72257 -0.2 0.4 -0.4
O -0.68689 -1.41496 1.50325 -1.0 0.5 -0.7
O 1.06012 3.44795 0.14216 -1.1 -1.5 -0.1
O -0.81584 2.78942 -0.88040 0.4 0.3 -0.1
N -3.58971 -0.17724 -0.27093 0.2 -0.9 0.5
N 2.15240 -2.35040 0.19204 0.7 0.5 -0.8
N -1.01111 0.44501 0.28396 0.5 2.2 -0.2
C 0.09305 1.27849 0.78109 0.7 -0.6 0.6
C -2.67854 -1.31165 0.08108 0.1 1.0 -0.2
C 1.44551 0.50602 0.75384 -0.1 1.4 0.3
C 0.18836 2.60547 -0.00897 1.0 0.4 0.9
C 2.71717 -1.25345 -0.41372 0.4 -1.0 0.7
C -1.38367 -0.74098 0.71990 0.7 -2.2 0.8
C 1.77837 -0.08398 -0.58220 0.4 -0.7 -1.6
C -2.33928 -2.08590 -1.20442 0.3 0.1 0.1
H -0.56151 3.63103 -1.30294 -0.4 -0.1 -0.1
H -3.98358 0.23793 0.58200 0.2 -0.3 -0.4
H -1.73554 -2.95606 -0.92532 -0.2 0.0 -0.2
H -4.35143 -0.63858 -0.75535 -0.3 0.4 -0.1
H 1.41354 -0.20490 1.57852 0.0 -0.1 -0.3
H -0.05030 1.51620 1.86318 -0.2 0.2 -0.8
H -3.11112 -2.00664 0.81016 0.1 0.1 0.0
H 2.80784 -3.10161 0.35162 -0.4 0.0 0.3
H -3.24002 -2.40282 -1.75475 0.2 0.0 0.4
H 2.29797 0.62364 -1.23927 -0.1 0.0 0.3
H 1.30205 -2.22924 0.69799 -0.5 -0.4 0.4
H -1.75021 -1.47950 -1.90740 -0.1 0.0 0.3
H -1.64448 0.96152 -0.28796 -0.7 -0.1 -0.5
H 2.27032 1.21442 0.94294 -0.5 -0.1 0.4
H 0.93805 -0.46510 -1.18790 -0.1 0.2 0.6
```
Positions in Å, forces in eV/Å.

Mulliken population analysis, charges in e, atoms 1 to 2:
1 O -0.629
2 O -0.754

***

4.
This record from the OMol25 dataset describes a cluster of 5 separate species, C26H54N3O12 in total. The level of theory is wB97M-V/def2-TZVPD.

## Properties
E_HOMO = -0.44285 Eh
Charge = +1
Relative energy (zero: lowest compared OMol25 entry of this formula, charge and spin) = 0.00 kcal/mol
Orbital gap = 0.344 Ha

XYZ file:
```
95
Properties=species:S:1:pos:R:3:forces:R:3
O 2.15480 6.76891 0.52885 0.0 -0.2 0.1
O 2.52817 6.94685 2.65474 0.0 -0.1 0.0
O -3.81534 -9.22415 -6.57380 0.0 0.1 0.0
O 2.11402 3.36997 5.77685 0.0 -0.1 0.0
O 0.84796 1.52237 5.42541 0.0 0.0 0.0
O -0.62844 -4.83605 -3.02947 0.0 0.1 0.0
O 2.18436 2.18454 3.85926 0.0 -0.1 0.0
O -3.77592 -8.27968 -4.63008 0.0 0.0 -0.1
O -2.16306 -7.74626 -6.11587 -0.1 0.0 0.0
O 4.28130 7.07287 1.22477 -0.1 0.0 0.0
O -0.53696 -3.74749 -1.16417 0.0 0.0 -0.1
O 0.96046 -3.24292 -2.77625 -0.1 0.0 0.0
N -1.50335 2.15142 0.36469 0.1 -0.1 0.0
N 2.40556 -0.41885 0.92209 0.1 0.0 0.1
N 0.87472 3.73618 -0.01117 0.1 0.1 -0.1
C 3.11252 6.94827 1.46876 0.1 0.1 -0.1
C -3.23945 -9.47149 -7.87656 0.0 0.1 0.0
C 0.01682 -3.88263 -2.37823 0.2 -0.1 0.1
C 3.16442 3.10808 3.38924 0.0 0.1 -0.1
C -3.16314 -8.35421 -5.81365 0.2 -0.2 0.1
C -1.24732 3.35776 1.12090 0.0 0.1 0.2
C 1.74689 2.43855 5.11123 -0.1 0.2 -0.1
C 1.08969 -6.06215 -4.26834 0.0 0.0 0.1
C 0.24345 1.66565 6.73942 0.1 0.0 0.0
C -0.48219 4.32992 0.26338 0.1 0.0 -0.1
C -0.85178 2.70446 6.73101 0.0 0.0 0.0
C -2.80161 0.00397 0.37272 0.0 0.1 -0.1
C -3.77220 -0.90242 1.14963 0.0 0.0 -0.1
C 2.25626 1.70543 -0.34526 0.2 0.1 0.1
C 2.63254 6.88485 -0.81922 -0.1 -0.1 0.0
C -3.60934 -0.89951 2.66640 0.0 -0.1 0.0
C -0.11806 -5.15928 -4.34734 -0.1 -0.1 -0.1
C -3.13603 -7.39044 -3.70994 0.0 0.0 0.0
C -2.47162 1.31003 1.08384 -0.2 0.0 0.0
C 0.13690 -2.80887 -0.32686 0.0 0.1 0.0
C 0.84194 2.29727 -0.50392 0.0 0.0 -0.2
C 3.40178 7.23747 3.78609 0.0 -0.1 0.0
C -0.24516 1.45539 0.16705 0.2 0.0 0.1
C 3.68263 8.71525 3.89844 0.0 0.0 0.0
C -2.08440 -10.44192 -7.79465 0.0 0.0 0.0
C 2.25406 0.20378 -0.16145 -0.1 -0.1 -0.3
H -0.14067 0.67191 6.95427 0.0 0.0 0.0
H 0.28611 -1.87446 -0.86618 0.0 0.0 0.1
H -2.39772 -11.36835 -7.31358 0.0 0.0 0.0
H 4.01597 3.19545 4.06040 -0.1 -0.1 0.1
H 2.07179 -0.38492 -1.06596 0.0 0.0 0.1
H 2.96118 7.89991 -1.03015 0.0 0.0 0.0
H 3.45892 6.19803 -1.00007 0.0 0.0 0.0
H 0.61295 2.40019 -1.56567 -0.2 0.0 0.1
H -1.34250 2.71902 7.70447 0.0 0.0 0.0
H 1.93367 -5.55028 -3.80775 0.0 0.0 0.0
H 3.49780 2.69915 2.43753 0.1 0.1 0.0
H 2.57812 0.21309 1.71051 -0.1 -0.1 0.0
H 2.85982 1.95961 -1.22093 0.0 0.0 0.1
H 1.10624 -3.18867 -0.00870 0.0 0.0 0.0
H -2.93483 -8.52013 -8.31026 0.0 0.0 0.0
H -3.62827 -1.92318 0.78922 -0.1 0.0 0.0
H 2.84467 6.86071 4.64046 0.0 0.0 0.0
H -3.38512 1.90665 1.16495 0.0 0.0 0.1
H -0.44627 3.69657 6.53846 0.0 0.0 0.0
H -2.16300 -7.78584 -3.42061 0.0 0.0 0.0
H 2.75189 9.27840 3.96209 0.0 0.0 0.0
H -3.24727 0.25897 -0.59269 0.1 -0.1 0.0
H -3.00164 -6.41437 -4.17099 0.0 0.0 0.1
H -3.78984 -7.32125 -2.84687 0.0 0.0 0.0
H -1.25536 -10.01038 -7.23600 0.0 0.0 0.0
H -0.66464 3.14235 2.04086 -0.1 0.1 0.0
H 4.31538 6.65533 3.67268 0.0 0.0 0.0
H 1.02768 1.90978 7.45366 0.0 0.0 0.0
H 2.74885 2.15043 0.52598 -0.1 -0.1 0.0
H -2.18321 3.81825 1.44112 0.0 0.0 -0.1
H 4.26224 9.07034 3.04801 0.0 0.0 0.0
H -0.32184 5.29821 0.73507 0.0 0.0 0.0
H -0.50443 -2.65602 0.53711 0.0 0.0 0.0
H 1.45509 3.82116 0.82852 -0.1 -0.1 0.0
H 0.85767 -6.95904 -3.69375 0.0 0.0 0.0
H 1.37463 -6.36736 -5.27539 0.0 0.0 0.0
H -2.58772 -1.15708 2.96175 0.0 0.0 0.0
H -4.27607 -1.63952 3.11206 0.0 0.0 0.0
H -1.89026 -0.55864 0.15334 0.0 0.0 0.2
H -0.94931 -5.66255 -4.83587 0.0 0.0 0.0
H -1.60139 2.46555 5.97592 0.0 0.0 0.0
H 0.10415 -4.23533 -4.87907 0.0 0.0 0.1
H 0.13646 1.02198 1.10917 0.0 0.1 0.0
H -2.11429 1.11625 2.10835 0.1 0.0 -0.1
H 2.72636 4.10090 3.25734 0.0 0.0 0.0
H -3.85128 0.06460 3.11715 0.0 0.0 0.0
H 1.76963 6.64452 -1.43855 0.1 0.1 -0.1
H 4.25780 8.90111 4.80563 0.0 0.0 0.0
H -4.06701 -9.87922 -8.45235 0.0 0.0 0.0
H 1.33484 4.30025 -0.72832 0.1 0.0 0.2
H -4.80027 -0.63679 0.88841 0.0 0.0 0.1
H -0.95997 4.45604 -0.70801 -0.1 0.0 0.1
H -1.73608 -10.67825 -8.80082 0.0 0.0 0.0
H -0.39555 0.62599 -0.52443 0.0 -0.1 0.1
```
Positions in Å, forces in eV/Å.

Mulliken population analysis, charges in e, atoms 1 to 2:
1 O -0.295
2 O -0.333

***

5.
This record from the OMol25 dataset describes a cluster of 2 separate species, C5H13N2O in total. The level of theory is wB97M-V/def2-TZVPD.

## Properties
E_HOMO = -0.49524 Eh
Charge = +1
Relative energy (zero: lowest compared OMol25 entry of this formula, charge and spin) = 60.50 kcal/mol
Orbital gap = 0.366 Ha

XYZ file:
```
21
Properties=species:S:1:pos:R:3:forces:R:3
O -2.75577 -2.25088 0.41400 0.4 -0.1 -0.1
N 1.61761 0.94325 -0.37908 0.0 0.0 0.3
N 0.13009 -0.27639 1.51067 -0.2 0.0 -0.2
C 0.70046 1.84885 -1.00390 0.7 0.0 -0.4
C -1.98929 -1.50634 1.32325 -0.2 0.3 -0.3
C 2.69567 0.56936 -0.93052 0.0 0.5 0.0
C 0.88746 2.45151 -2.17394 -0.4 0.1 0.3
C -0.69459 -1.15423 0.60583 -0.1 0.2 0.5
H 0.57077 -0.85884 2.21021 0.2 0.0 0.3
H 0.17842 3.19728 -2.50521 -0.1 -0.1 0.0
H -1.78160 -2.02996 2.26354 0.0 -0.1 -0.1
H 0.88322 0.24663 0.91808 -0.1 0.0 0.0
H -0.08828 -2.03090 0.39449 -0.1 0.0 -0.2
H 3.44793 0.06447 -0.33501 -0.2 -0.4 -0.1
H -0.11454 2.11292 -0.34543 -0.2 0.0 -0.2
H -3.46495 -2.70547 0.86917 -0.2 -0.1 0.1
H 2.94544 0.84444 -1.95360 0.1 0.0 0.0
H -0.90780 -0.60555 -0.30842 0.1 0.0 0.0
H -2.51193 -0.56508 1.55587 0.1 0.0 0.2
H -0.45581 0.39792 2.00994 0.1 0.0 -0.2
H 1.73404 2.29170 -2.82588 0.0 -0.1 0.1
```
Positions in Å, forces in eV/Å.

Mulliken population analysis, charges in e, atoms 1 to 2:
1 O -0.490
2 N -0.405

***

6.
This record from the OMol25 dataset describes a cluster of 15 separate species, H30O15 in total in a non-equilibrium geometry. The level of theory is wB97M-V/def2-TZVPD.

## Properties
E_HOMO = -0.37661 Eh
Charge = 0
Relative energy (zero: lowest compared OMol25 entry of this formula, charge and spin) = 76.92 kcal/mol
Orbital gap = 0.364 Ha

XYZ file:
```
45
Properties=species:S:1:pos:R:3:forces:R:3
O 2.81805 1.27644 -0.99997 -0.1 -0.1 -0.2
O -1.57807 -2.06663 -0.54400 0.6 -0.2 0.1
O 3.21515 -1.69254 -0.51227 -0.9 1.6 1.6
O 3.04699 1.07617 3.01252 -0.7 1.4 -0.5
O -0.31774 3.69635 0.59945 0.4 0.2 0.7
O 1.98125 3.22289 1.95902 0.0 1.3 -0.5
O -0.34650 0.33611 -1.67508 -2.3 1.4 -0.6
O 0.07148 -2.46863 -4.15314 1.7 0.4 -0.7
O 0.43580 0.99636 2.33605 -0.1 -0.3 1.0
O -4.71854 1.66483 0.45955 -0.3 0.0 0.1
O 0.62750 -1.52060 0.52345 -0.7 -0.5 0.1
O -0.46563 -3.79766 -2.09534 0.9 -1.0 0.1
O -3.85247 -0.64783 -1.35409 -0.5 -0.2 -0.3
O -1.99655 0.44387 0.50119 0.0 1.4 -0.1
O -0.72052 -1.48273 3.05733 0.1 0.8 1.0
H 1.09511 3.48445 1.62247 0.1 -0.7 -0.1
H 3.56933 0.87014 -1.43851 0.2 0.2 0.0
H -1.14134 3.38886 0.98876 -0.2 -0.2 -0.4
H 2.44101 4.06502 1.89008 0.3 0.0 0.2
H 3.26535 -1.12447 -1.27428 0.2 -0.7 -0.6
H -4.27138 1.00718 -0.07433 -0.1 -0.3 0.6
H -0.39216 3.84849 -0.33823 -0.4 -0.1 -0.3
H -1.69359 0.42012 -0.42770 0.4 -0.2 0.7
H 0.59451 -3.21064 -3.81826 -1.0 -0.4 0.5
H 0.87279 -0.81844 1.13314 0.5 -0.2 0.0
H 3.16880 2.09188 -0.62800 -0.1 0.0 0.1
H 1.33895 -1.89270 0.01242 1.2 0.5 0.2
H 0.03619 0.84440 1.47863 0.0 0.5 -0.5
H -4.51829 2.46512 -0.01310 0.0 0.7 -0.1
H -0.67187 -2.07667 -0.11489 -0.9 0.5 0.2
H -2.01662 -0.46405 0.78328 0.1 -0.1 0.2
H 3.09563 1.93579 2.53178 -0.7 -0.5 0.5
H 1.36129 1.30145 2.36500 -0.8 -0.5 -0.7
H 3.47623 -2.58717 -0.56900 0.7 -1.2 -1.0
H -2.16214 -2.03462 0.21075 -0.5 -0.4 -0.1
H 3.94881 0.85864 3.01283 1.9 -1.2 0.3
H -0.61730 -0.56017 -1.86960 1.1 -0.5 0.1
H -0.49199 -2.95313 -1.63013 -0.6 -0.6 -0.4
H -3.50815 -0.89817 -2.21718 0.0 -0.1 0.0
H 0.54180 0.61039 -1.54085 1.3 -0.7 0.1
H -1.40415 -1.14752 3.65331 -0.5 -0.5 -0.2
H -0.05393 -0.81757 3.33153 0.2 -0.4 -0.9
H -3.55213 0.25072 -1.21967 0.4 0.0 -0.3
H 0.83279 -1.97291 -4.49629 -0.7 0.5 -0.4
H -1.34372 -3.92079 -2.45859 -0.1 0.2 0.1
```
Positions in Å, forces in eV/Å.

Mulliken population analysis, charges in e, atoms 1 to 2:
1 O -0.509
2 O -0.726

***

Number 1: calculated total energy -465.558459 a.u.. Number 2: calculated total energy -1054.184054 a.u.. Number 3: calculated total energy -779.131627 a.u.. Number 4: calculated total energy -2090.034712 a.u.. Number 5: calculated total energy -382.765224 a.u.. Number 6: calculated total energy -1146.517495 a.u..